C37H39BIrN10O9S2 as an isolated structure, computed with ωB97M-V with the def2-TZVPD basis set.

Results
LUMO energy (spin up / spin down)	-0.896 / -4.148	eV
expectation value of S²	8.79
energy above the lowest of the compared OMol25 structures with the same formula, charge and spin	0.0	kJ/mol
HOMO energy (spin up / spin down)	-5.66 / -8.56	eV

ORCA input file:
```
! wB97M-V def2-TZVPD RIJCOSX def2/J DEFGRID3
* xyz 0 6
Ir -0.009 0.017 -0.015
C -1.673 -3.457 -3.215
C -1.938 -2.695 -1.913
C -3.316 -3.070 -1.362
C -0.882 -2.982 -0.887
C -0.462 -4.270 -0.548
C 0.540 -4.093 0.379
N 0.686 -2.785 0.592
N -0.193 -2.085 -0.160
B 1.651 -2.055 1.526
N 2.656 -1.257 0.693
C 3.992 -1.379 0.711
C 4.512 -0.515 -0.217
C 3.401 0.115 -0.805
N 2.284 -0.351 -0.245
C 3.550 1.102 -1.936
C 3.787 0.365 -3.260
C 2.463 2.159 -2.064
N 0.764 -1.183 2.456
C 0.689 -1.263 3.778
C -0.286 -0.393 4.218
C -0.786 0.227 3.080
N -0.144 -0.275 1.996
C -1.877 1.266 3.144
C -2.936 1.127 2.059
C -1.379 2.710 3.224
H -2.364 -3.121 -3.989
H -1.842 -4.525 -3.062
H -0.653 -3.326 -3.563
H -1.909 -1.628 -2.153
H -3.339 -4.136 -1.131
H -4.096 -2.862 -2.094
H -3.559 -2.532 -0.442
H -0.831 -5.195 -0.951
H 1.157 -4.799 0.907
H 2.238 -2.840 2.216
H 4.466 -2.070 1.386
H 5.546 -0.350 -0.463
H 4.481 1.629 -1.700
H 2.919 -0.222 -3.549
H 4.631 -0.320 -3.184
H 3.999 1.084 -4.052
H 1.475 1.727 -2.220
H 2.686 2.798 -2.920
H 2.421 2.795 -1.181
H 1.330 -1.940 4.315
H -0.605 -0.217 5.230
H -2.356 1.048 4.103
H -2.504 1.494 1.122
H -3.796 1.766 2.260
H -3.289 0.101 1.933
H -1.157 3.102 2.234
H -0.487 2.802 3.843
H -2.159 3.337 3.657
O 2.312 7.456 2.219
N 2.674 6.344 2.573
O 3.543 6.171 3.423
C 2.038 5.207 1.966
C 1.033 5.471 1.063
C 0.316 4.477 0.405
C -0.741 4.849 -0.487
C -1.454 3.848 -1.100
C -1.121 2.536 -0.865
N -0.090 2.134 -0.016
C 0.606 3.100 0.626
C 1.659 2.818 1.600
N 1.887 1.516 1.853
C 2.820 1.179 2.708
C 3.604 2.119 3.386
C 3.380 3.446 3.170
C 2.374 3.856 2.258
H 0.783 6.504 0.868
H -0.958 5.895 -0.643
H -2.268 4.061 -1.780
H -1.625 1.760 -1.413
H 2.972 0.121 2.873
H 4.365 1.794 4.081
H 3.950 4.197 3.691
O -5.813 1.268 -0.475
S -5.552 -0.126 -0.654
O -5.822 -0.718 -1.922
O -5.563 -0.965 0.505
S -3.250 0.054 -0.764
O 1.007 -1.684 -2.603
C 0.405 -0.672 -2.861
O -0.157 0.140 -1.969
C 0.159 -0.214 -4.273
C 0.513 -1.076 -5.307
C 0.328 -0.698 -6.626
C -0.196 0.555 -6.874
C -0.540 1.443 -5.873
C -0.361 1.045 -4.558
N -0.393 0.970 -8.285
O -0.772 2.104 -8.484
O -0.173 0.144 -9.143
H 0.939 -2.040 -5.064
H 0.583 -1.348 -7.449
H -0.929 2.417 -6.128
H -0.602 1.721 -3.751
*
```

=====

C30H60Cl2OP2Pb as an isolated structure in a non-equilibrium geometry, computed with ωB97M-V with the def2-TZVPD basis set.

Results
LUMO energy (spin up / spin down)	-2.089 / -2.269	eV
HOMO energy (spin up / spin down)	-6.85 / -7.25	eV

ORCA input file:
```
! wB97M-V def2-TZVPD RIJCOSX def2/J DEFGRID3
* xyz 0 1
Pb -0.695 -0.167 -0.416
Cl -0.011 0.534 -3.251
P -1.242 -2.680 -1.459
C 0.049 -3.389 -2.573
C -1.359 -3.812 0.002
C -2.833 -2.768 -2.401
C 1.408 -2.697 -2.367
H -0.318 -3.111 -3.579
C 0.171 -4.912 -2.481
H 0.615 -5.227 -1.531
H 0.836 -5.247 -3.287
H -0.787 -5.425 -2.611
H 1.365 -1.666 -2.743
H 2.175 -3.242 -2.932
H 1.717 -2.674 -1.312
H -2.583 -2.165 -3.297
C -4.018 -2.089 -1.685
C -3.157 -4.203 -2.826
H -2.425 -4.596 -3.540
H -4.139 -4.209 -3.318
H -3.213 -4.880 -1.959
H -3.710 -1.393 -0.890
H -4.710 -2.833 -1.264
H -4.574 -1.496 -2.426
C -0.040 -3.802 0.786
H -1.518 -4.812 -0.437
C -2.546 -3.454 0.901
H 0.784 -4.274 0.237
H -0.170 -4.361 1.721
H 0.279 -2.781 1.053
H -2.553 -2.387 1.180
H -2.491 -4.045 1.823
H -3.506 -3.679 0.421
Cl -2.803 0.285 1.214
H -2.171 0.359 -1.703
P -0.459 2.990 -1.597
C -1.391 3.797 -2.979
C -0.774 4.026 -0.072
C 1.337 3.230 -2.023
C -2.727 3.079 -3.205
H -0.741 3.595 -3.847
C -1.579 5.300 -2.817
H -2.277 5.538 -2.010
H -2.002 5.688 -3.750
H -0.641 5.834 -2.637
H -2.548 2.048 -3.531
H -3.291 3.611 -3.980
H -3.336 3.044 -2.293
H 1.386 2.699 -2.988
C 2.295 2.500 -1.066
C 1.695 4.695 -2.228
H 1.201 5.110 -3.110
H 2.777 4.779 -2.382
H 1.437 5.306 -1.354
H 1.794 1.769 -0.417
H 2.849 3.205 -0.431
H 3.035 1.933 -1.652
C -2.259 3.994 0.304
H -0.484 5.048 -0.367
C 0.074 3.583 1.127
H -2.906 4.434 -0.462
H -2.394 4.578 1.222
H -2.586 2.962 0.504
H -0.095 2.525 1.380
H -0.216 4.184 1.998
H 1.146 3.740 0.967
C 3.926 -0.498 0.236
C 4.286 0.132 1.584
C 4.499 1.648 1.481
C 3.341 -0.193 2.738
C 3.858 -0.163 4.022
C 3.078 -0.420 5.144
C 1.730 -0.730 4.982
C 1.143 -0.744 3.724
C -0.340 -1.095 3.590
C -0.650 -2.487 4.139
C -1.212 -0.029 4.263
C 1.918 -0.390 2.557
O 1.333 -0.215 1.427
H 4.556 -0.086 -0.559
H 4.086 -1.582 0.286
H 2.875 -0.310 0.004
H 5.255 -0.301 1.880
H 3.537 2.177 1.471
H 5.068 2.010 2.353
H 5.056 1.920 0.580
H 4.920 0.072 4.137
H 3.525 -0.398 6.144
H 1.112 -0.965 5.858
H -0.575 -1.078 2.516
H -0.595 -2.487 5.237
H -1.661 -2.797 3.841
H 0.064 -3.223 3.752
H -1.027 0.943 3.798
H -2.270 -0.271 4.125
H -0.981 0.035 5.336
*
```

=====

C21H49As3F18N7O7Tl as an isolated structure in a non-equilibrium geometry, computed with ωB97M-V with the def2-TZVPD basis set.

Results
LUMO energy	-6.077	eV
energy above the lowest of the compared OMol25 structures with the same formula, charge and spin	192.6	kJ/mol
HOMO energy	-9.68	eV

ORCA input file:
```
! wB97M-V def2-TZVPD RIJCOSX def2/J DEFGRID3
* xyz 0 1
Tl 0.538 -0.468 -0.022
As 3.140 -1.191 -3.741
F 2.311 0.264 -4.417
F 1.980 -2.290 -4.570
F 3.857 -2.654 -2.908
F 4.347 -0.176 -2.952
F 1.992 -1.095 -2.307
F 4.196 -1.238 -5.213
As 0.688 3.552 1.949
F 1.082 2.007 1.047
F -0.776 2.651 2.489
F 0.283 5.107 2.715
F 2.208 4.199 1.240
F -0.222 4.056 0.484
F 1.562 2.925 3.420
As -3.605 -2.875 0.319
F -3.927 -1.660 1.670
F -2.051 -1.974 -0.037
F -3.248 -4.052 -1.049
F -5.176 -3.687 0.689
F -4.445 -1.754 -0.797
F -2.612 -3.912 1.370
C 1.561 -4.855 -2.255
C 0.292 -4.254 -1.839
O 0.236 -3.216 -1.180
N -0.826 -4.876 -2.136
C -1.038 -5.978 -3.075
H 2.270 -4.302 -1.638
H 1.761 -4.607 -3.297
H 1.676 -5.933 -2.140
H -1.639 -4.348 -1.852
H -0.836 -6.880 -2.497
H -0.466 -5.929 -4.002
H -2.090 -5.904 -3.350
C 3.467 -1.592 3.832
C 2.382 -0.560 3.607
O 1.844 -0.496 2.514
N 1.915 0.231 4.622
C 2.221 0.097 6.022
H 4.049 -1.491 4.748
H 4.223 -1.468 3.056
H 2.980 -2.559 3.706
H 1.338 1.021 4.370
H 1.336 0.432 6.563
H 3.057 0.726 6.329
H 2.390 -0.929 6.348
C -1.712 -1.958 4.384
C -1.505 -0.741 3.477
O -1.173 -0.845 2.295
N -1.723 0.499 3.961
C -1.866 0.944 5.312
H -0.738 -2.174 4.823
H -2.032 -2.791 3.758
H -2.423 -1.802 5.195
H -1.532 1.223 3.284
H -1.639 2.004 5.425
H -1.222 0.448 6.039
H -2.896 0.836 5.651
C 2.105 3.208 -3.434
C 0.979 2.753 -2.542
O 1.040 1.742 -1.913
N -0.138 3.459 -2.441
C -0.368 4.704 -3.145
H 1.813 3.405 -4.465
H 2.904 2.468 -3.459
H 2.506 4.163 -3.095
H -0.698 3.167 -1.653
H 0.376 5.437 -2.831
H -1.368 5.037 -2.867
H -0.347 4.529 -4.221
C -3.108 3.177 -0.408
C -2.959 1.733 0.077
O -1.887 1.226 -0.053
N -3.978 1.061 0.518
C -5.404 1.412 0.524
H -4.127 3.460 -0.672
H -2.535 3.380 -1.313
H -2.702 3.900 0.298
H -3.880 0.096 0.801
H -5.909 0.993 -0.346
H -5.675 2.467 0.514
H -5.963 0.978 1.354
C 5.485 -0.936 -0.412
C 4.599 0.099 0.229
O 3.382 0.199 -0.067
N 5.172 0.729 1.276
C 4.470 1.738 2.050
H 4.841 -1.619 -0.965
H 6.154 -1.440 0.286
H 6.158 -0.529 -1.166
H 6.137 0.566 1.528
H 4.912 2.730 1.958
H 4.522 1.441 3.098
H 3.396 1.828 1.890
C -1.545 0.454 -4.577
C -1.944 -0.144 -3.252
O -1.122 -0.656 -2.475
N -3.270 -0.171 -2.904
C -4.323 0.599 -3.502
H -0.513 0.768 -4.424
H -2.150 1.300 -4.903
H -1.565 -0.316 -5.349
H -3.445 -0.669 -2.043
H -4.216 1.656 -3.261
H -5.292 0.295 -3.104
H -4.285 0.413 -4.575
*
```

=====

A 3-piece molecular cluster, C18H28FNO9S overall in a non-equilibrium geometry, computed with ωB97M-V with the def2-TZVPD basis set.

Results
LUMO energy	-0.343	eV
HOMO energy	-7.18	eV

ORCA input file:
```
! wB97M-V def2-TZVPD RIJCOSX def2/J DEFGRID3
* xyz 0 1
C 3.434 3.568 1.662
C 3.310 3.200 0.226
C 1.986 2.425 -0.440
C 1.949 0.816 -0.125
C 3.336 0.053 -0.665
O 3.622 -1.019 0.302
C 4.463 -2.078 -0.278
C 5.955 -1.587 -0.765
C 6.607 -0.390 0.150
F 6.309 -0.511 1.608
O 3.854 -2.811 -1.399
C 2.515 -3.326 -1.068
N 1.227 -3.516 -0.884
O 0.833 0.083 -0.740
C -0.464 0.740 -0.521
S -0.839 1.200 1.255
H 2.966 4.585 2.037
H 4.031 2.944 2.478
H 4.212 3.416 -0.509
H 2.050 2.528 -1.628
H 1.051 3.025 -0.016
H 2.001 0.709 1.061
H 3.040 -0.356 -1.747
H 4.227 0.791 -0.838
H 4.649 -2.873 0.592
H 6.001 -1.299 -1.915
H 6.668 -2.535 -0.636
H 7.785 -0.459 0.031
H 6.311 0.698 -0.184
H -0.570 1.644 -1.287
H -1.308 -0.037 -0.851
H -1.622 0.191 1.899
C -3.253 -0.196 -4.643
C -3.674 0.768 -3.553
C -4.202 2.071 -4.071
O -3.930 2.956 -2.998
C -2.845 2.443 -2.342
O -2.215 3.034 -1.481
O -2.558 1.181 -2.783
H -2.744 -1.064 -4.209
H -4.117 -0.545 -5.216
H -2.541 0.270 -5.333
H -4.389 0.282 -2.876
H -5.275 2.035 -4.279
H -3.676 2.435 -4.960
C -4.752 -3.402 4.628
C -4.593 -1.937 4.279
C -4.168 -1.696 2.862
O -3.509 -0.445 2.952
C -3.026 -0.354 4.228
O -2.247 0.501 4.613
O -3.531 -1.353 5.014
H -4.919 -3.522 5.704
H -5.595 -3.846 4.089
H -3.846 -3.968 4.388
H -5.512 -1.390 4.524
H -5.017 -1.638 2.174
H -3.453 -2.436 2.487
*
```

=====

C31H41ClN4O4 in the gas phase, computed with ωB97M-V with the def2-TZVPD basis set.

Results
LUMO energy	0.456	eV
energy above the lowest of the compared OMol25 structures with the same formula, charge and spin	32.4	kJ/mol
HOMO energy	-8.34	eV

ORCA input file:
```
! wB97M-V def2-TZVPD RIJCOSX def2/J DEFGRID3
* xyz 0 1
C -5.705 -5.332 -1.468
C -4.910 -4.348 -0.617
C -4.269 -5.044 0.584
C -3.438 -4.051 1.394
N -2.412 -3.479 0.549
C -1.355 -2.793 1.254
H -0.850 -3.523 1.894
C -1.781 -1.586 2.113
H -2.292 -1.928 3.014
H -2.482 -0.967 1.549
C -0.575 -0.745 2.534
N 0.205 -0.306 1.402
C 1.475 -0.698 1.194
O 2.132 -1.453 1.881
C 1.961 -0.038 -0.082
H 2.634 0.787 0.165
C 2.524 -0.969 -1.162
C 4.000 -0.728 -1.427
O 4.441 -0.332 -2.482
N 4.721 -1.012 -0.309
C 6.098 -0.914 -0.102
C 6.586 -1.222 1.167
C 7.938 -1.148 1.437
C 8.812 -0.765 0.432
C 8.341 -0.456 -0.834
C 6.988 -0.529 -1.103
H 6.615 -0.290 -2.084
H 9.031 -0.159 -1.608
Cl 10.507 -0.672 0.764
H 8.313 -1.387 2.420
H 5.897 -1.519 1.945
H 4.192 -1.314 0.504
H 2.383 -2.014 -0.866
C 1.521 -0.666 -2.320
C 1.673 0.788 -2.715
C 1.084 1.490 -1.754
H 1.016 2.550 -1.615
C 0.644 0.449 -0.750
C -0.333 0.601 0.406
C -0.379 2.047 0.930
O 0.206 2.393 1.931
N -1.126 2.860 0.162
H -1.545 2.500 -0.681
C -1.291 4.278 0.426
C -0.586 5.117 -0.642
H 0.478 4.872 -0.654
H -1.004 4.878 -1.624
C -0.771 6.604 -0.355
H -0.300 6.847 0.600
H -0.278 7.192 -1.131
C -2.254 6.959 -0.292
C -2.955 6.122 0.773
H -2.532 6.353 1.753
H -4.018 6.366 0.800
C -2.777 4.634 0.485
H -3.264 4.039 1.260
H -3.243 4.390 -0.473
H -2.714 6.771 -1.265
H -2.371 8.020 -0.067
H -0.825 4.457 1.400
H -1.333 0.277 0.096
O 0.302 -0.649 -1.592
H 2.201 1.119 -3.586
H 1.504 -1.399 -3.120
H 0.101 -1.341 3.151
H -0.899 0.131 3.105
H -0.639 -2.459 0.499
C -2.993 -2.732 -0.547
C -3.803 -3.677 -1.430
H -3.136 -4.443 -1.828
H -4.230 -3.122 -2.267
H -2.183 -2.281 -1.126
H -3.660 -1.921 -0.193
H -2.951 -4.566 2.226
H -4.109 -3.278 1.813
H -3.615 -5.841 0.228
H -5.037 -5.485 1.222
H -5.592 -3.572 -0.247
H -6.162 -4.824 -2.314
H -6.494 -5.797 -0.880
H -5.054 -6.116 -1.849
*
```

=====

C20H25N3O4S in the gas phase, computed with ωB97M-V with the def2-TZVPD basis set.

Results
LUMO energy	0.411	eV
energy above the lowest of the compared OMol25 structures with the same formula, charge and spin	119.2	kJ/mol
HOMO energy	-8.59	eV

ORCA input file:
```
! wB97M-V def2-TZVPD RIJCOSX def2/J DEFGRID3
* xyz 0 1
O -0.108 -3.461 2.549
C 0.059 -2.278 2.748
N 1.262 -1.694 2.875
H 1.341 -0.692 2.973
C 2.505 -2.406 2.720
H 3.076 -2.342 3.652
C 3.343 -1.811 1.586
C 2.664 -1.880 0.200
H 1.634 -2.217 0.293
H 3.193 -2.573 -0.452
C 2.743 -0.441 -0.327
H 3.061 -0.385 -1.365
H 1.778 0.056 -0.235
C 3.751 0.209 0.626
H 4.778 0.043 0.269
H 3.593 1.277 0.777
O 3.559 -0.435 1.863
H 4.314 -2.331 1.558
H 2.266 -3.450 2.508
C -1.129 -1.350 2.987
H -1.272 -1.218 4.061
H -2.019 -1.799 2.550
S -0.945 0.328 2.326
C -0.841 -0.064 0.616
N -0.829 -1.310 0.317
C -0.711 -1.672 -0.995
C -0.695 -3.030 -1.329
C -0.552 -3.400 -2.646
C -0.424 -2.438 -3.649
C -0.437 -1.099 -3.333
C -0.581 -0.701 -2.002
C -0.596 0.711 -1.647
O -0.480 1.632 -2.430
N -0.755 0.966 -0.272
C -0.817 2.347 0.153
H -0.224 2.480 1.062
H -0.383 2.945 -0.652
C -2.258 2.840 0.426
H -2.650 2.332 1.313
C -3.174 2.700 -0.792
H -4.214 2.728 -0.464
H -3.005 1.784 -1.352
C -2.823 3.956 -1.589
H -1.985 3.748 -2.255
C -2.425 4.955 -0.493
H -3.214 5.689 -0.300
H -1.505 5.495 -0.744
O -2.232 4.220 0.711
H -3.658 4.317 -2.185
H -0.339 -0.335 -4.089
H -0.314 -2.749 -4.677
H -0.538 -4.447 -2.909
H -0.789 -3.753 -0.535
*
```